# C17H38O2PPtS3Si

A molecular structure, C17H38O2PPtS3Si (wB97M-V/def2-TZVPD, the Open Molecules 2025 dataset).

Structure (XYZ):
```
63
Properties=species:S:1:pos:R:3:forces:R:3
Pt 0.027965 -0.069004 -0.442861 0.0 0.5 0.0
S 3.235248 -0.960451 -0.722703 0.0 -0.2 0.3
C 1.660766 -1.165883 -0.710281 -0.1 0.1 -0.4
C -1.970100 -0.067814 0.165599 0.1 -0.2 0.1
H -2.536783 0.816408 -0.109172 0.0 0.0 -0.1
H -2.011041 -0.190377 1.250229 0.0 0.1 0.0
H -2.398886 -0.949302 -0.313025 0.0 0.0 0.0
C -1.520893 3.036823 0.669357 -0.1 -0.1 -0.1
Si 0.063666 2.267792 -0.009543 0.1 0.0 0.1
C 0.342613 3.048823 -1.741271 0.1 0.0 0.0
C 0.358673 4.579801 -1.659581 0.1 0.0 0.0
C -0.825860 2.624702 -2.642499 0.0 0.0 0.0
C 1.641635 2.573520 -2.400314 0.0 0.0 0.0
C 1.393563 2.651132 1.336550 -0.1 0.1 0.0
C 1.173275 1.660616 2.487780 0.0 0.0 0.0
C 2.838682 2.523695 0.855595 0.0 0.0 0.0
C 1.209766 4.070402 1.896511 0.0 0.0 0.0
H -1.384181 4.102433 0.857469 0.0 0.0 0.0
H -1.821359 2.566131 1.607755 0.0 0.0 0.0
H -2.353932 2.937288 -0.027338 0.0 0.0 0.0
H -0.550405 4.978620 -1.205525 0.0 0.0 0.0
H 0.434682 5.001560 -2.668309 0.0 0.0 0.0
H 1.213694 4.949942 -1.090021 0.0 0.0 0.0
H -1.783581 3.003119 -2.278544 0.0 0.0 0.0
H -0.903958 1.537792 -2.724853 0.0 0.0 0.0
H -0.675633 3.027216 -3.650430 0.0 0.0 0.0
H 2.527737 2.883895 -1.847999 0.0 0.0 0.0
H 1.718367 2.992230 -3.410278 0.0 0.0 0.0
H 1.669923 1.484512 -2.491662 0.0 0.0 0.0
H 1.308120 0.630293 2.155742 0.0 0.0 0.0
H 0.171395 1.746656 2.916919 0.0 0.0 0.0
H 1.895341 1.857118 3.289002 0.0 0.0 0.0
H 3.040978 1.555992 0.395836 0.0 0.0 0.0
H 3.517376 2.636641 1.709065 0.0 0.0 0.0
H 3.094686 3.303656 0.136627 0.0 0.0 0.0
H 0.237750 4.207336 2.370094 0.0 0.0 0.0
H 1.324227 4.838027 1.129227 0.0 0.0 0.0
H 1.973460 4.256534 2.660308 0.0 0.0 0.0
C -0.379289 -4.147273 3.195866 0.0 0.0 0.0
C 0.853102 -3.623037 2.488660 -0.2 -0.2 0.1
C 0.913718 -2.118038 2.453322 -0.1 0.0 0.0
O 0.956873 -4.216675 1.154000 0.5 0.3 -0.3
P 0.111402 -4.151562 -0.168716 -0.1 0.0 0.2
S -1.784478 -4.277597 -0.062428 0.0 0.0 -0.1
S 0.497144 -2.333087 -1.361303 0.0 -0.5 0.1
O 0.777487 -5.268630 -1.048101 0.0 0.2 -0.1
C 2.174163 -5.665766 -1.214244 0.0 -0.1 0.1
C 3.155212 -4.517223 -1.128419 0.0 0.0 0.0
C 2.466987 -6.772423 -0.221523 0.0 0.0 0.0
H -0.347719 -3.833152 4.239915 0.0 0.0 0.0
H -0.420072 -5.234977 3.158184 0.0 0.0 0.0
H -1.286459 -3.752359 2.740595 0.0 0.0 0.0
H 1.749274 -4.019516 2.968012 0.0 0.0 0.0
H 0.056093 -1.699236 1.920947 0.0 0.0 0.0
H 1.831431 -1.755632 1.994674 0.0 0.0 0.0
H 0.873481 -1.747880 3.478983 0.0 0.0 0.0
H 2.183113 -6.066394 -2.228087 0.0 0.0 0.0
H 3.143906 -4.049207 -0.144452 0.0 0.0 0.0
H 2.966953 -3.756580 -1.883999 0.0 0.0 0.0
H 4.157028 -4.915152 -1.296389 0.0 0.0 0.0
H 2.480864 -6.378771 0.795013 0.0 0.0 0.0
H 3.440820 -7.213109 -0.438120 0.0 0.0 0.0
H 1.709991 -7.552697 -0.285546 0.0 0.0 0.0
```
Forces are in eV/Å.

Output
net charge: 0
spin multiplicity: 2

Atom charges from the Löwdin analysis, given in e for atoms 1 to 4: Pt 0.72; S 0.71; C -1.32; C -0.28

# C5H8BrFS

2 unconnected molecules or ions with the total composition C5H8BrFS (wB97M-V/def2-TZVPD, the Open Molecules 2025 dataset).

Structure (XYZ):
```
16
Properties=species:S:1:pos:R:3:forces:R:3
C 1.863483 1.245687 -0.738551 -1.4 -2.6 0.6
C 0.247196 -1.070267 -1.659551 0.2 -2.0 -2.2
C -0.255389 1.026291 1.641614 0.6 -1.1 -1.0
C 0.517274 -0.423915 -0.389526 1.1 4.2 0.2
C -0.607916 0.321713 0.240858 1.1 0.6 2.9
F -1.027962 1.279792 -0.591283 -1.3 1.1 -1.3
S 3.180670 1.524924 0.116080 -0.5 -0.1 -0.4
Br 1.212243 2.247974 -2.193728 0.4 0.0 -0.1
H -0.013487 -0.644356 -2.631287 -0.8 1.7 0.8
H 1.093597 -1.551522 -2.106942 1.2 -0.8 0.6
H -0.479584 -1.882085 -1.572902 -0.2 0.0 0.4
H 0.812980 1.514293 1.618637 -2.4 -0.7 0.1
H -0.199860 0.097051 2.358650 -0.5 2.3 -0.7
H -1.147443 1.769932 1.715631 1.8 -1.3 0.7
H 0.988756 -0.921381 0.428039 1.0 -0.8 -0.1
H -1.437544 -0.317588 0.547256 -0.3 -0.4 -0.6
```
Forces are in eV/Å.

Output
net charge: 0

Atom charges from the Löwdin analysis, given in e for atoms 1 to 4: C -1.18; C -0.13; C -0.04; C -0.18

# C6H23MgN10O6

A molecular structure, C6H23MgN10O6 (wB97M-V/def2-TZVPD, the Open Molecules 2025 dataset).

Structure (XYZ):
```
46
Properties=species:S:1:pos:R:3:forces:R:3
Mg 0.724967 -2.694767 1.329431 -1.4 3.1 0.4
C -1.700209 -1.063577 0.673000 1.0 -2.4 -0.5
O -0.343226 -1.380996 0.324741 1.2 -0.6 0.3
H -2.229008 -1.878118 0.173305 -1.0 0.5 0.2
H -1.803705 -1.214828 1.749363 -0.6 0.7 0.1
H -2.048515 -0.117093 0.266240 0.1 0.1 0.3
C -0.900407 3.257166 0.459451 2.2 -0.6 1.8
O -1.113638 2.926789 1.632133 -0.8 0.0 -0.8
N -0.226637 4.407277 0.186200 0.1 1.1 -0.6
N -0.937384 2.354371 -0.560621 -0.5 1.0 0.4
H -0.124554 5.158842 0.846933 -0.4 -0.3 0.4
H 0.240360 4.599205 -0.684696 -0.5 -0.1 -0.2
H -0.528982 2.668964 -1.423954 -0.2 -0.9 -0.3
H -0.972831 1.422627 -0.187891 0.0 -0.3 -0.9
C 3.023854 1.720276 0.295171 0.2 -1.9 -0.8
O 4.199427 1.401753 0.266505 -0.1 0.3 0.3
N 2.064975 0.819429 0.707622 0.4 -0.1 0.9
N 2.513607 2.796700 -0.324810 -0.5 1.7 -0.3
H 1.082672 0.988707 0.810608 0.1 0.1 -0.3
H 2.408049 -0.123488 0.754958 -0.2 0.2 0.2
H 1.561382 3.065895 -0.129330 0.2 0.0 0.1
H 3.144600 3.557807 -0.526086 0.1 -0.1 0.1
C 2.107047 -1.170982 -2.742197 -2.0 0.5 -3.4
O 1.723699 -2.137027 -3.419096 1.4 -0.3 1.9
N 3.157140 -0.380282 -3.090339 1.5 -0.6 -0.2
N 1.273231 -0.463601 -1.945382 -0.8 0.1 1.6
H 3.426104 0.365789 -2.473084 0.3 -0.1 0.2
H 3.907002 -0.837080 -3.589646 -0.1 0.2 -0.1
H 1.361147 0.533267 -1.996448 0.1 0.1 0.5
H 0.609923 -0.873436 -1.301941 -0.3 0.0 -0.4
C -3.498727 -3.048496 -2.791771 0.1 -0.7 -0.4
O -4.126219 -2.689939 -3.776079 0.6 0.0 0.7
N -2.180960 -3.409152 -2.789189 0.0 0.7 -1.7
N -4.040104 -3.295096 -1.578668 -1.8 0.3 1.5
H -1.792560 -3.303123 -3.714634 0.7 -0.2 0.4
H -1.672462 -3.727203 -1.989137 0.1 0.0 -0.2
H -4.969960 -2.945137 -1.401815 0.0 -0.1 -0.2
H -3.482132 -3.349891 -0.747651 0.2 -0.1 -0.1
C 0.208540 -0.561003 3.789490 -0.5 -1.1 -0.7
O 0.629453 -1.422961 2.962490 0.7 -1.7 -0.1
N 0.228220 -0.744020 5.112590 0.4 0.0 0.2
N -0.414386 0.498001 3.321064 0.2 0.7 0.4
H 0.592371 -1.591656 5.511033 0.2 0.1 -0.1
H 0.024982 0.031255 5.720140 -0.1 -0.2 0.2
H -0.508623 0.599438 2.325900 0.0 0.5 0.1
H -0.597539 1.249413 3.966099 -0.4 0.3 -0.6
```
Forces are in eV/Å.

Output
net charge: +1

Atom charges from the Löwdin analysis, given in e for atoms 1 to 4: Mg 1.29; C -0.19; O -0.48; H 0.05

# C31H42CdGeN4O2S5

A molecular structure, C31H42CdGeN4O2S5 (wB97M-V/def2-TZVPD, the Open Molecules 2025 dataset).

Structure (XYZ):
```
86
Properties=species:S:1:pos:R:3:forces:R:3
Cd -2.026623 0.435966 -1.015899 -0.2 -0.2 -0.5
S -5.289519 3.169812 0.767041 0.2 -0.2 -0.1
C -4.805250 2.146196 2.048630 -0.1 0.1 0.0
C -3.811789 1.290589 1.676758 -0.1 0.1 0.0
C -3.391850 1.441866 0.324290 0.0 0.1 0.1
C -4.112837 2.424290 -0.296340 -0.3 0.1 0.5
C -3.981782 2.837160 -1.690727 0.1 0.1 -0.3
C -4.893463 3.687497 -2.325022 0.1 0.0 0.0
C -4.710784 4.006543 -3.656016 0.0 0.0 0.0
C -3.615765 3.489979 -4.336548 0.0 0.0 0.0
C -2.752784 2.664528 -3.639088 0.1 0.0 0.0
N -2.926608 2.342169 -2.361111 -0.2 -0.1 0.0
H -5.292330 2.226880 3.008946 0.0 0.0 0.0
H -3.402564 0.558953 2.362735 0.0 0.0 0.0
H -5.738985 4.077179 -1.774556 0.0 0.0 0.0
H -5.421808 4.646575 -4.162610 0.0 0.0 0.0
H -3.438198 3.713885 -5.378879 0.0 0.0 0.0
H -1.872968 2.236362 -4.108362 -0.1 0.0 0.0
O -0.539990 0.048993 -3.327197 0.1 -0.2 0.0
C 0.617369 -0.501409 -3.956585 0.1 0.0 -0.1
C 0.800720 -2.009088 -3.782975 -0.2 0.2 0.2
C 1.010156 -2.480663 -2.337059 0.0 0.1 -0.2
C 2.262404 -1.908881 -1.734117 0.0 -0.1 -0.1
C 3.520238 -2.246757 -2.237403 0.0 0.0 0.1
C 4.644009 -1.643119 -1.704763 0.0 0.0 0.0
C 4.486058 -0.724807 -0.675275 0.0 0.0 0.0
C 3.204647 -0.482112 -0.213390 0.1 0.0 0.1
N 2.117875 -1.056405 -0.723068 -0.2 0.2 0.1
H -1.320996 -0.453118 -3.627124 0.0 0.0 0.2
H 1.477627 0.039354 -3.555119 -0.1 0.0 0.0
H 0.562425 -0.293568 -5.031135 0.1 0.1 0.0
H 1.659214 -2.319688 -4.384872 0.0 0.1 -0.1
H -0.077617 -2.507396 -4.194353 -0.1 -0.1 0.0
H 1.075432 -3.571952 -2.335740 -0.1 0.0 0.0
H 0.162889 -2.181583 -1.721990 -0.1 0.0 0.1
H 3.605460 -2.979912 -3.029684 0.0 0.0 0.0
H 5.630774 -1.887577 -2.077249 0.0 0.0 0.0
H 5.338139 -0.220059 -0.239955 0.0 0.0 0.0
H 3.035758 0.203884 0.612877 0.0 0.0 0.0
O -1.455786 -6.496151 -2.419325 0.0 0.1 0.0
C -1.799156 -5.394317 -2.081409 0.0 -0.1 0.0
S -1.713707 -4.807523 -0.416582 0.0 0.1 0.1
C -2.291187 -3.178680 -0.733673 0.1 -0.2 -0.1
C -2.631951 -2.858352 -2.001126 0.2 -0.5 0.2
S -3.246762 -1.359082 -2.594166 0.1 0.5 -0.1
S -2.462026 -4.175671 -3.171586 0.0 0.3 0.0
S -2.574897 -2.097058 0.617633 0.2 0.1 -0.1
C 1.830442 4.713611 -1.293017 0.1 0.0 -0.1
N 0.905835 4.156280 -0.319754 0.0 0.1 0.0
C 0.770254 4.828358 0.963683 0.0 0.0 0.1
C 0.343773 2.985498 -0.518230 0.0 -0.1 0.1
N -0.152208 1.954468 -0.673170 0.1 -0.2 -0.1
H 1.537284 5.735416 -1.539642 0.0 0.0 0.0
H 1.816617 4.115088 -2.200089 0.0 0.0 0.0
H 2.848931 4.726141 -0.895482 0.0 0.0 0.0
H 0.429338 5.853797 0.811815 0.0 0.0 0.0
H 1.728554 4.851006 1.489970 0.0 0.0 0.0
H 0.044456 4.301714 1.578310 0.0 0.0 0.0
C 3.694635 -4.162810 4.105003 0.0 0.0 -0.2
C 2.888002 -4.124779 2.808854 0.0 0.1 0.2
C 1.714469 -3.152442 2.897104 -0.1 0.0 -0.1
C 0.797176 -3.217377 1.673931 -0.3 0.3 -0.1
Ge -0.756438 -2.026338 1.987142 0.3 0.1 0.1
C -0.295501 -0.099771 2.090274 -0.1 -0.4 0.0
C 0.214569 0.367332 3.452726 0.0 0.1 -0.2
C 0.400607 1.883548 3.484323 0.0 -0.1 0.2
C 0.851957 2.396287 4.849119 0.0 0.0 -0.2
H 4.548221 -4.835499 4.015043 0.0 0.0 0.0
H 3.073653 -4.511301 4.931936 0.0 0.0 0.0
H 4.069887 -3.168670 4.355318 0.0 0.0 0.0
H 2.506298 -5.124098 2.583156 0.0 0.0 0.0
H 3.541016 -3.832903 1.981640 -0.1 0.0 -0.1
H 2.102821 -2.134814 3.011387 0.0 0.0 0.1
H 1.134131 -3.375981 3.798859 0.0 0.0 0.0
H 0.453787 -4.237978 1.512691 -0.1 0.0 0.0
H 1.324812 -2.893061 0.774417 -0.1 0.0 0.0
H -1.382340 -2.438627 3.334711 0.0 0.0 0.1
H -1.194517 0.464760 1.826623 0.0 0.0 0.0
H 0.437743 0.093536 1.307752 0.1 0.0 -0.1
H 1.169215 -0.113707 3.687187 0.0 0.0 0.1
H -0.491064 0.074127 4.236849 0.0 0.0 0.0
H -0.547982 2.356045 3.209471 0.0 0.0 -0.1
H 1.135139 2.164145 2.721225 0.0 0.0 0.0
H 0.091473 2.192171 5.604499 0.0 0.0 0.0
H 1.025848 3.473258 4.825964 0.0 0.0 0.1
H 1.777896 1.909838 5.161570 0.0 0.0 0.0
```
Forces are in eV/Å.

Output
net charge: 0

Atom charges from the Löwdin analysis, given in e for atoms 1 to 4: Cd 1.23; S 1.00; C -0.44; C -0.26

Strongest force on any atom in eV/Å, matching the order above: 0.6, 4.3, 4.0, 0.6
Calculated total energy in eV, matching the order above: -75260.613, -88906.312, -39223.268, -158140.929